# 1
C3H4NO | the ωB97M-V functional and the def2-TZVPD basis

XYZ file:
```
9
C3H4NO, DFT the ωB97M-V functional and the def2-TZVPD basis
C 0.034 0.356 -0.332
C -0.238 -0.665 0.265
C 0.208 1.600 -1.327
N -0.627 -2.287 1.921
O -0.152 -1.902 3.034
H 0.916 1.280 -2.041
H -0.729 1.611 -1.929
H 0.508 2.620 -0.809
H 0.080 -2.613 1.218
```

Results
- E_LUMO (eV) = 4.248
- orbital gap (Eh) = 0.29022
- energy relative to the best compared isomer or geometry (same formula, charge and spin) (kcal/mol) = 66.8
- largest force on an atom (eV/Å) = 4.361
- charge = -1

# 2
C33H58N3O6P | the ωB97M-V functional and the def2-TZVPD basis

XYZ file:
```
101
C33H58N3O6P, DFT the ωB97M-V functional and the def2-TZVPD basis
C -5.956 4.077 5.303
C -6.269 4.625 3.916
C -5.009 4.849 3.066
C -5.414 5.123 1.625
O -4.456 5.561 0.680
C -3.190 4.931 0.520
C -2.168 5.586 1.453
C -1.865 6.998 1.033
N -0.723 7.467 0.757
C -2.707 5.198 -0.979
O -3.474 5.796 -1.727
O -1.570 4.698 -1.185
N -3.241 3.484 0.719
C -2.503 2.774 1.710
C -1.081 2.374 1.301
O -0.191 3.037 0.908
O -0.905 0.942 1.337
C -1.214 0.252 2.460
C -1.968 -1.021 2.188
O -0.877 0.602 3.558
C -4.071 2.693 -0.127
C -3.852 2.580 -1.497
C -4.705 1.760 -2.222
C -5.707 1.066 -1.563
N -5.915 1.146 -0.252
C -5.112 1.953 0.431
H -5.485 4.830 5.937
H -6.857 3.717 5.805
H -5.273 3.227 5.229
H -6.807 5.573 3.992
H -6.929 3.930 3.386
H -4.480 5.711 3.480
H -4.393 3.955 3.163
H -6.150 5.933 1.656
H -5.949 4.253 1.227
H -2.584 5.653 2.461
H -1.230 5.036 1.440
H -2.711 7.684 0.975
H -0.022 6.724 0.796
H -2.431 3.283 2.676
H -3.039 1.843 1.909
H -2.995 -0.896 2.533
H -2.006 -1.224 1.118
H -1.512 -1.859 2.712
H -3.041 3.131 -1.954
H -4.593 1.662 -3.294
H -6.373 0.418 -2.123
H -5.288 2.023 1.502
C 2.872 -1.716 2.655
C 2.190 -1.317 1.351
C 1.422 -2.458 0.688
C 2.289 -3.518 -0.005
P 2.857 -3.094 -1.663
C 1.410 -2.547 -2.603
C 0.116 -3.375 -2.550
C 0.070 -4.673 -3.362
C 0.525 -4.529 -4.810
C 3.466 -4.604 -2.438
C 4.599 -5.426 -1.801
C 6.038 -4.955 -2.029
C 6.349 -4.525 -3.459
C 3.940 -1.655 -1.831
C 5.399 -1.607 -1.355
C 5.674 -1.949 0.117
C 5.836 -0.707 0.992
H 3.582 -2.537 2.520
H 3.420 -0.875 3.077
H 2.132 -2.031 3.393
H 2.926 -0.898 0.662
H 1.481 -0.512 1.553
H 0.711 -2.040 -0.028
H 0.822 -2.960 1.450
H 1.695 -4.427 -0.157
H 3.123 -3.830 0.626
H 1.738 -2.383 -3.632
H 1.187 -1.549 -2.213
H -0.675 -2.719 -2.916
H -0.141 -3.595 -1.511
H -0.964 -5.019 -3.351
H 0.639 -5.466 -2.868
H -0.074 -3.784 -5.336
H 0.418 -5.475 -5.340
H 1.573 -4.234 -4.890
H 3.656 -4.393 -3.493
H 2.580 -5.245 -2.430
H 4.504 -6.432 -2.213
H 4.418 -5.526 -0.727
H 6.696 -5.783 -1.761
H 6.288 -4.155 -1.332
H 6.190 -5.345 -4.163
H 7.388 -4.210 -3.544
H 5.734 -3.683 -3.784
H 3.378 -0.818 -1.407
H 3.934 -1.469 -2.911
H 5.745 -0.589 -1.548
H 5.998 -2.237 -2.011
H 6.594 -2.533 0.180
H 4.887 -2.586 0.525
H 6.724 -0.149 0.695
H 5.949 -0.977 2.041
H 4.978 -0.037 0.910
```

Results
- E_LUMO (eV) = -0.754
- orbital gap (Eh) = 0.19893
- largest force on an atom (eV/Å) = 0.609

# 3
C2H8S3 | the ωB97M-V functional and the def2-TZVPD basis

XYZ file:
```
13
C2H8S3, DFT the ωB97M-V functional and the def2-TZVPD basis
S -1.684 0.772 -1.378
S -1.906 -1.190 -0.780
H -0.443 0.794 -1.923
H -1.532 -1.005 0.556
C 2.854 -1.022 1.475
C 2.304 0.049 0.472
S 0.971 1.019 1.178
H 2.102 -1.811 1.639
H 3.114 -0.621 2.461
H 3.766 -1.439 1.050
H 3.177 0.668 0.290
H 2.048 -0.470 -0.456
H 0.208 -0.056 1.562
```

Results
- E_LUMO (alpha / beta) (eV) = -3.729 / -8.922
- spin multiplicity = 2
- orbital gap (alpha / beta) (Eh) = 0.38051 / 0.17521
- energy relative to the best compared isomer or geometry (same formula, charge and spin) (kcal/mol) = 11.0
- largest force on an atom (eV/Å) = 1.803
- charge = +1

# 4
S2 | the ωB97M-V functional and the def2-TZVPD basis

XYZ file:
```
2
S2, DFT the ωB97M-V functional and the def2-TZVPD basis
S 0.000 0.000 1.671
S 0.000 0.000 -1.671
```

Results
- E_LUMO (eV) = -5.148
- orbital gap (Eh) = 0.16347
- energy relative to the best compared isomer or geometry (same formula, charge and spin) (kcal/mol) = 155.7
- largest force on an atom (eV/Å) = 3.351

# 5
C4H10S | the ωB97M-V functional and the def2-TZVPD basis

XYZ file:
```
15
C4H10S, DFT the ωB97M-V functional and the def2-TZVPD basis
C 0.141 0.172 2.265
C -1.046 0.578 1.821
H 0.232 -0.870 2.671
H 0.974 0.733 2.164
H -1.885 -0.142 1.822
H -1.390 1.438 1.480
C -1.058 -0.718 -1.618
S 0.773 -1.308 -1.460
C 1.699 0.307 -1.170
H -1.184 -0.359 -2.641
H -1.446 -0.111 -0.733
H -1.488 -1.643 -1.527
H 2.566 0.154 -0.564
H 1.927 0.836 -2.032
H 1.183 0.933 -0.479
```

Results
- E_LUMO (eV) = 1.036
- SMILES = C=C.CSC
- orbital gap (Eh) = 0.35393
- energy relative to the best compared isomer or geometry (same formula, charge and spin) (kcal/mol) = 50.1
- largest force on an atom (eV/Å) = 5.301

# 6
C2H7S | the ωB97M-V functional and the def2-TZVPD basis

XYZ file:
```
10
C2H7S, DFT the ωB97M-V functional and the def2-TZVPD basis
C -2.331 -2.521 1.055
H -2.320 -1.569 0.521
H -3.293 -3.018 0.958
H -2.155 -2.242 2.093
H -1.546 -3.122 0.605
C 2.167 2.655 -1.576
S 2.823 1.954 0.673
H 1.266 2.909 -1.037
H 2.966 3.356 -1.762
H 2.423 1.598 -1.530
```

Results
- E_LUMO (eV) = 3.327
- orbital gap (Eh) = 0.21243
- energy relative to the best compared isomer or geometry (same formula, charge and spin) (kcal/mol) = 61.5
- largest force on an atom (eV/Å) = 3.903
- charge = -1

# 7
H20O10 | the ωB97M-V functional and the def2-TZVPD basis

XYZ file:
```
30
H20O10, DFT the ωB97M-V functional and the def2-TZVPD basis
O -4.647 -0.709 -0.538
H -5.403 -1.130 -0.129
H -4.694 -0.971 -1.457
O -5.992 2.610 0.567
H -5.237 2.080 0.311
H -6.750 2.085 0.311
O 4.372 -0.326 1.909
H 4.240 -0.308 0.961
H 3.502 -0.502 2.268
O 2.426 1.425 -2.900
H 2.365 2.153 -2.282
H 3.179 0.917 -2.598
O 1.396 -3.598 -1.130
H 0.751 -4.293 -1.259
H 1.774 -3.777 -0.269
O -0.358 -0.204 0.278
H -1.219 -0.561 0.057
H 0.246 -0.650 -0.316
O -1.421 3.233 1.759
H -0.785 2.547 1.556
H -1.396 3.308 2.713
O 1.138 -2.252 3.884
H 1.645 -1.995 4.654
H 0.488 -1.557 3.782
O 5.158 -1.290 -2.176
H 4.442 -1.923 -2.230
H 5.933 -1.820 -1.992
O -2.063 2.554 -2.088
H -1.762 2.942 -1.267
H -1.330 2.011 -2.379
```

Results
- E_LUMO (eV) = -0.016
- SMILES = O.O.O.O.O.O.O.O.O.O
- orbital gap (Eh) = 0.40738
- energy relative to the best compared isomer or geometry (same formula, charge and spin) (kcal/mol) = 77.3
- largest force on an atom (eV/Å) = 0.383

# 8
C3H6NO2 | the ωB97M-V functional and the def2-TZVPD basis

XYZ file:
```
12
C3H6NO2, DFT the ωB97M-V functional and the def2-TZVPD basis
C -1.177 2.915 1.169
C 1.393 -0.685 -1.242
C 0.227 -0.486 -0.743
N -0.234 -1.383 0.366
O -1.051 4.042 1.120
O -1.318 1.776 1.324
H 1.925 -1.478 -0.702
H 1.800 -0.092 -1.943
H -0.633 0.118 -1.130
H 0.580 -1.760 0.706
H -0.779 -2.146 0.026
H -0.733 -0.821 1.050
```

Results
- E_LUMO (eV) = -3.679
- orbital gap (Eh) = 0.46143
- energy relative to the best compared isomer or geometry (same formula, charge and spin) (kcal/mol) = 0.0
- largest force on an atom (eV/Å) = 3.947
- charge = +1

# 9
C18H27F5O13SV | the ωB97M-V functional and the def2-TZVPD basis

XYZ file:
```
65
C18H27F5O13SV, DFT the ωB97M-V functional and the def2-TZVPD basis
O -10.034 -14.486 -0.909
V -10.803 -13.903 -2.155
F -11.599 -13.340 -4.135
F -12.786 -13.808 -1.505
C -9.042 -11.232 -1.735
O -10.170 -11.668 -2.419
H -9.179 -11.291 -0.634
H -8.227 -11.955 -1.916
H -8.808 -10.176 -1.942
C -12.958 -18.206 -3.140
F -11.996 -18.929 -2.545
F -13.608 -18.964 -4.034
F -13.861 -17.839 -2.225
S -12.130 -16.740 -3.990
O -11.191 -17.364 -4.910
O -13.215 -16.087 -4.704
O -11.487 -15.977 -2.916
O -9.093 -14.451 -3.397
C -8.159 -15.106 -3.727
O -6.912 -14.662 -3.690
C -5.956 -15.640 -4.078
C -6.783 -16.752 -4.755
C -8.173 -16.539 -4.243
H -5.548 -16.069 -3.157
H -5.034 -15.255 -4.512
H -6.318 -17.719 -4.547
H -6.752 -16.712 -5.847
H -8.506 -17.176 -3.421
H -8.941 -16.644 -5.009
O -8.680 -11.251 2.924
C -8.918 -12.416 2.848
O -7.939 -13.360 2.917
C -8.398 -14.676 3.007
C -9.883 -14.485 3.317
C -10.215 -13.157 2.632
H -7.826 -15.246 3.744
H -8.286 -15.250 2.085
H -9.961 -14.368 4.405
H -10.545 -15.319 3.086
H -11.029 -12.576 3.058
H -10.362 -13.236 1.549
O -7.223 -15.173 -0.478
C -6.370 -15.787 0.086
O -6.083 -15.431 1.374
C -5.259 -16.401 2.006
C -4.836 -17.406 0.897
C -5.763 -17.091 -0.285
H -5.752 -17.009 2.766
H -4.415 -15.836 2.402
H -5.082 -18.416 1.226
H -3.768 -17.353 0.699
H -6.594 -17.777 -0.468
H -5.367 -17.081 -1.299
O -9.810 -17.386 -0.789
C -10.544 -17.699 0.098
O -11.017 -16.824 0.987
C -12.203 -17.309 1.581
C -12.436 -18.727 1.065
C -11.046 -19.078 0.471
H -13.045 -16.627 1.465
H -11.927 -17.350 2.644
H -13.247 -18.879 0.354
H -12.738 -19.353 1.909
H -11.117 -19.720 -0.401
H -10.399 -19.491 1.246
```

Results
- E_LUMO (alpha / beta) (eV) = 3.671 / 3.671
- spin multiplicity = 2
- orbital gap (alpha / beta) (Eh) = 0.16686 / 0.16824
- largest force on an atom (eV/Å) = 4.780
- charge = -2

# 10
C3H7NOS | the ωB97M-V functional and the def2-TZVPD basis

XYZ file:
```
13
C3H7NOS, DFT the ωB97M-V functional and the def2-TZVPD basis
C -0.594 -0.593 0.056
C -1.655 0.463 -0.306
S -3.320 0.268 0.306
N 0.702 -0.258 -0.562
C 1.921 -0.137 0.307
O 3.023 0.260 -0.294
H -0.558 -0.525 1.155
H -0.832 -1.610 -0.261
H -1.625 0.705 -1.391
H -1.239 1.421 0.047
H 0.593 0.646 -1.012
H 1.934 -1.179 0.777
H 1.651 0.541 1.179
```

Results
- E_LUMO (eV) = 6.073
- SMILES = [O-]CNCC[S-]
- orbital gap (Eh) = 0.20527
- energy relative to the best compared isomer or geometry (same formula, charge and spin) (kcal/mol) = 4.4
- largest force on an atom (eV/Å) = 1.592
- charge = -2

# 11
C4H10N3 | the ωB97M-V functional and the def2-TZVPD basis

XYZ file:
```
17
C4H10N3, DFT the ωB97M-V functional and the def2-TZVPD basis
C -0.362 1.066 1.239
C -0.626 -0.388 -0.510
C -0.082 -1.325 1.688
C 0.690 1.064 -2.135
N 0.279 1.595 0.100
N -0.764 -0.296 0.923
N 0.152 0.821 -0.845
H 0.301 1.140 2.108
H -1.225 1.717 1.455
H -0.123 -1.301 -0.844
H -1.599 -0.310 -1.019
H -0.490 -2.293 1.408
H 1.004 -1.329 1.538
H -0.297 -1.166 2.742
H -0.108 1.043 -2.880
H 1.404 0.279 -2.397
H 1.188 2.033 -2.148
```

Results
- E_LUMO (eV) = -5.393
- SMILES = CN1CN=[N+](C)C1
- orbital gap (Eh) = 0.31402
- energy relative to the best compared isomer or geometry (same formula, charge and spin) (kcal/mol) = 59.4
- largest force on an atom (eV/Å) = 1.702
- charge = +1

# 12
C18H15NOS8W | the ωB97M-V functional and the def2-TZVPD basis

XYZ file:
```
44
C18H15NOS8W, DFT the ωB97M-V functional and the def2-TZVPD basis
W -0.008 0.460 0.895
S 2.102 7.339 1.926
C 1.648 5.813 1.717
S 2.696 4.564 1.049
C 1.528 3.281 1.121
C 0.318 3.577 1.626
S -0.930 2.344 1.706
S 0.053 5.203 2.157
S 1.843 1.674 0.509
O 0.695 -0.705 2.342
S -0.103 -2.078 2.443
C 0.830 -3.236 1.530
C 0.930 -4.501 2.099
C 1.653 -5.474 1.424
C 2.275 -5.162 0.225
C 2.185 -3.881 -0.320
C 1.455 -2.907 0.329
C -1.454 -1.607 1.342
C -2.248 -0.550 1.826
C -3.440 -0.241 1.144
C -3.823 -0.989 0.057
C -3.046 -2.075 -0.380
C -1.875 -2.404 0.260
H 0.458 -4.721 3.049
H 1.740 -6.466 1.843
H 2.849 -5.920 -0.291
H 2.692 -3.651 -1.248
H 1.392 -1.906 -0.088
H -2.065 -0.108 2.799
H -4.068 0.556 1.517
H -4.754 -0.765 -0.447
H -3.382 -2.673 -1.216
H -1.287 -3.254 -0.058
S -0.687 0.189 -1.368
C -0.222 1.706 -2.113
N 0.583 1.748 -3.138
C 0.991 3.091 -3.583
C -0.115 4.025 -3.106
S -0.816 3.226 -1.616
H 1.007 0.907 -3.507
H 1.099 3.106 -4.665
H 1.952 3.326 -3.121
H -0.918 4.129 -3.833
H 0.263 5.008 -2.837
```

Results
- E_LUMO (alpha / beta) (eV) = -7.318 / -7.319
- orbital gap (alpha / beta) (Eh) = 0.20543 / 0.20541
- energy relative to the best compared isomer or geometry (same formula, charge and spin) (kcal/mol) = 0.0
- largest force on an atom (eV/Å) = 0.292
- charge = +2

# 13
C11H16MoN3OS4 | the ωB97M-V functional and the def2-TZVPD basis

XYZ file:
```
36
C11H16MoN3OS4, DFT the ωB97M-V functional and the def2-TZVPD basis
Mo -0.005 -0.978 -0.337
C 1.061 1.609 1.346
C 1.769 0.538 2.152
S 1.145 -1.169 1.891
C -0.240 -1.385 3.075
C -1.517 -0.622 2.759
S -1.986 -0.968 1.021
C -3.009 0.429 0.425
C -3.132 0.313 -1.087
S -1.583 -0.017 -2.027
C -0.816 1.616 -2.334
C -0.184 2.271 -1.122
S 1.141 1.206 -0.438
H 1.570 2.566 1.487
H 0.014 1.725 1.621
H 1.700 0.752 3.220
H 2.829 0.481 1.897
H 0.138 -1.130 4.067
H -0.414 -2.463 3.063
H -1.423 0.456 2.888
H -2.324 -0.984 3.399
H -2.557 1.360 0.763
H -4.000 0.335 0.872
H -3.585 1.210 -1.515
H -3.766 -0.534 -1.354
H -1.586 2.259 -2.764
H -0.081 1.425 -3.120
H -0.905 2.490 -0.336
H 0.293 3.207 -1.424
O 1.154 -1.636 -1.588
N 1.692 -2.221 -2.624
C 2.958 -2.355 -2.724
C 3.822 -1.844 -1.689
N 4.394 -1.353 -0.823
C 3.501 -3.016 -3.866
N 3.933 -3.570 -4.774
```

Results
- E_LUMO (alpha / beta) (eV) = -13.056 / -13.297
- spin multiplicity = 3
- orbital gap (alpha / beta) (Eh) = 0.23475 / 0.24679
- energy relative to the best compared isomer or geometry (same formula, charge and spin) (kcal/mol) = 1.8
- largest force on an atom (eV/Å) = 1.794
- charge = +3

# 14
C5H10O | the ωB97M-V functional and the def2-TZVPD basis

XYZ file:
```
16
C5H10O, DFT the ωB97M-V functional and the def2-TZVPD basis
C -0.995 -1.893 -1.003
O -0.702 -0.535 -1.216
C 0.315 -0.069 -0.372
C 0.011 0.043 1.141
C 0.559 1.489 1.107
C 0.513 1.452 -0.439
H -1.493 -2.058 -0.036
H -0.083 -2.510 -1.030
H -1.664 -2.213 -1.805
H 1.246 -0.629 -0.561
H -1.068 0.010 1.321
H 0.510 -0.669 1.806
H 1.578 1.566 1.499
H -0.057 2.250 1.593
H -0.385 1.926 -0.846
H 1.390 1.815 -0.981
```

Results
- E_LUMO (eV) = 1.191
- SMILES = COC1CCC1
- orbital gap (Eh) = 0.39601
- energy relative to the best compared isomer or geometry (same formula, charge and spin) (kcal/mol) = 30.8
- largest force on an atom (eV/Å) = 0.316

# 15
C11H13N2P | the ωB97M-V functional and the def2-TZVPD basis

XYZ file:
```
27
C11H13N2P, DFT the ωB97M-V functional and the def2-TZVPD basis
C -2.211 2.292 1.159
C -2.895 1.325 1.890
C -1.059 1.921 0.489
C -2.405 0.084 2.002
C -0.485 0.613 0.788
C 1.408 -2.391 0.281
C 1.058 -2.686 -1.085
C 1.265 -1.172 0.894
C 0.356 -1.732 -1.788
C 0.755 0.080 0.240
C 1.755 1.169 -0.037
N -1.192 -0.229 1.577
N 0.101 -0.518 -1.369
P -0.522 0.672 -2.467
H -2.762 3.226 0.942
H -3.685 1.604 2.564
H -0.527 2.524 -0.249
H -2.994 -0.628 2.484
H 1.788 -3.148 1.015
H 1.413 -3.605 -1.437
H 1.574 -1.138 1.935
H 0.029 -2.016 -2.783
H 2.603 0.778 -0.548
H 2.025 1.780 0.935
H 1.476 1.940 -0.700
H -1.557 -0.056 -3.195
H 0.371 0.538 -3.699
```

Results
- E_LUMO (eV) = 0.409
- SMILES = C[C@]1(c2ccccn2)C=CC=CN1P
- orbital gap (Eh) = 0.27796
- energy relative to the best compared isomer or geometry (same formula, charge and spin) (kcal/mol) = 42.1
- largest force on an atom (eV/Å) = 4.458